{
  "formula": "C17H18Br2F9N3O5S",
  "method": "ωB97M-V with the def2-TZVPD basis set",
  "symbols": ["C", "C", "Br", "C", "Br", "C", "C", "N", "C", "C", "N", "C", "C", "O", "C", "O", "S", "O", "O", "C", "F", "F", "C", "F", "F", "C", "F", "F", "C", "F", "F", "F", "H", "H", "H", "H", "H", "H", "H", "H", "H", "H", "H", "C", "N", "C", "C", "O", "H", "H", "H", "H", "H", "H", "H"],
  "positions_angstrom": [[-2.951750, 2.820008, -3.544099], [-1.991813, 1.704550, -4.333048], [-3.065124, 0.279703, -5.282898], [-0.720895, 1.169195, -3.481924], [0.456520, 2.826852, -3.258123], [-1.003622, 0.483781, -2.018249], [-1.023892, 1.789575, -0.966513], [-0.969756, 2.833143, -0.167585], [-2.459427, -0.226670, -1.827538], [-2.584267, -1.757712, -2.453203], [-2.530477, -2.926259, -3.005673], [-2.934429, -0.301248, -0.222692], [-4.077249, 0.816210, 0.161849], [-4.929156, 0.326781, 1.295543], [-6.313236, 0.081081, 0.808027], [-6.633956, -0.993923, 0.036280], [0.490265, -0.559703, -1.648425], [1.866387, 0.202957, -1.749229], [0.591668, -1.625586, -2.812210], [0.520317, -1.550973, -0.064864], [1.674439, -2.511859, -0.308080], [-0.642464, -2.458960, -0.095581], [0.866255, -0.777632, 1.300818], [1.091628, 0.702158, 1.068946], [2.252473, -1.220580, 1.731309], [-0.057263, -0.897697, 2.606749], [-1.297633, -1.681253, 2.562864], [0.759215, -1.538762, 3.710426], [-0.516786, 0.560963, 3.294308], [-1.374116, 0.141514, 4.468396], [-1.415072, 1.357091, 2.427635], [0.614130, 1.307408, 3.890372], [-3.312665, 3.590488, -4.381339], [-2.368689, 3.455286, -2.754037], [-3.946364, 2.331662, -3.129857], [-1.528254, 2.344125, -5.232113], [-0.081895, 0.470487, -4.209250], [-3.367743, 0.360617, -2.335552], [-3.474625, -1.361976, -0.131484], [-2.029880, -0.340681, 0.517204], [-3.581143, 1.847545, 0.437452], [-4.797346, 0.901199, -0.757095], [-7.238183, 0.775932, 1.090230], [5.368347, -1.825441, 3.476330], [6.728729, -1.474255, 3.143835], [7.170540, -0.753673, 2.072090], [6.143691, -0.247261, 1.097347], [8.370999, -0.538726, 1.929673], [5.141990, -1.412135, 4.462176], [5.298620, -2.915035, 3.516274], [4.650149, -1.443099, 2.749974], [7.472838, -1.783661, 3.758794], [6.638020, 0.308449, 0.296401], [5.604916, -1.088815, 0.653334], [5.447033, 0.424825, 1.606023]],
  "forces_ev_per_a": [[-0.7, 0.1, -1.2], [0.4, 2.6, -0.1], [0.8, 0.9, 1.0], [0.6, -0.6, -1.7], [-0.7, -1.3, -0.4], [-1.9, 3.2, 0.9], [0.7, 6.9, 5.7], [-0.7, -10.0, -7.5], [-1.8, -1.6, 0.5], [1.4, -6.9, -3.8], [-0.7, 10.5, 5.1], [-0.8, -1.6, -0.1], [0.4, -0.3, -0.9], [-2.7, 0.4, -2.4], [-1.1, -5.8, -3.6], [2.7, 7.3, 5.1], [7.8, -1.9, -7.3], [-5.7, -1.7, 1.8], [-2.0, 3.5, 4.8], [0.7, -4.9, -0.2], [-3.7, 3.4, 0.7], [3.2, 3.2, 0.7], [4.1, 1.7, 1.1], [-1.3, -4.7, 0.4], [-4.6, 1.3, -1.5], [-0.9, -1.2, 4.1], [4.0, 2.3, -0.7], [-2.6, 2.0, -3.7], [-1.7, 0.7, 2.7], [2.9, 1.6, -4.0], [3.6, -2.6, 2.9], [-4.2, -2.4, -2.7], [0.8, -1.8, 1.8], [-1.1, -1.5, -1.4], [2.2, 1.0, -0.6], [-0.8, -1.8, 2.1], [-1.5, 1.3, 2.0], [2.6, -1.1, 0.7], [1.2, 2.4, -0.1], [-1.8, 0.4, -1.4], [-1.2, -2.1, -0.4], [1.6, 0.1, 1.5], [2.6, -1.1, -0.1], [0.2, -0.2, 0.3], [0.3, 0.3, -0.4], [1.0, 0.0, 0.2], [-0.1, 0.1, -0.2], [-0.6, -0.1, 0.0], [-0.3, -0.1, -0.1], [-0.3, 0.0, 0.0], [0.2, 0.0, 0.1], [-0.2, 0.1, -0.2], [0.0, -0.2, 0.3], [-0.1, 0.2, 0.1], [-0.1, -0.2, -0.1]],
  "smiles": "C[C@H](Br)[C@@H](Br)[C@@](C#N)([C@@H](C#N)CCOC=O)S(=O)(=O)C(F)(F)C(F)(F)C(F)(F)C(F)(F)F.CNC(C)=O",
  "homo_ev": -9.350,
  "homo_lumo_gap_ha": 0.275,
  "total_energy_ha": -7643.46835
}